This record from the Open Molecules 2025 dataset describes 3 unconnected molecules or ions with the total composition C21H56N9O2P2 in a non-equilibrium geometry. The level of theory is ωB97M-V/def2-TZVPD.

Output
HOMO energy	-9.96	eV
molar mass	528.69	g mol⁻¹
E	-2159.40787	hartree
lowest unoccupied orbital energy	-4.64	eV

Geometry as ORCA input:
```
! wB97M-V def2-TZVPD RIJCOSX def2/J DEFGRID3
* xyz 1 1
C -2.71 1.79 2.18
C -3.50 1.35 0.94
C -4.93 1.00 1.42
C -3.63 2.44 -0.12
C -2.32 2.89 -0.84
C -1.26 1.82 -0.99
C -0.49 1.82 -2.32
C 0.31 0.50 -2.33
N 1.16 0.31 -1.11
C 0.44 0.66 0.04
N 0.26 -0.15 1.04
N -0.17 1.92 0.08
H -2.98 2.82 2.44
H -2.99 1.15 3.02
H -1.64 1.68 2.08
H -3.08 0.41 0.56
H -4.95 -0.04 1.74
H -5.65 1.14 0.62
H -5.19 1.61 2.28
H -4.06 3.33 0.35
H -4.31 2.08 -0.90
H -2.60 3.20 -1.85
H -1.91 3.77 -0.35
H -1.65 0.80 -0.90
H 0.16 2.69 -2.41
H -1.19 1.83 -3.15
H -0.44 -0.29 -2.30
H 0.91 0.41 -3.23
H 1.98 0.90 -1.15
H 0.96 -0.76 1.43
H -0.64 -0.10 1.51
H 0.54 2.54 -0.32
O 0.48 -2.76 -8.29
P 1.80 -2.37 -7.70
N 2.87 -3.49 -8.40
C 3.92 -4.23 -7.74
C 2.87 -3.62 -9.85
N 1.46 -2.68 -6.03
C 1.93 -3.88 -5.36
C 0.08 -2.39 -5.65
N 3.01 -1.24 -7.28
C 3.73 -0.61 -8.40
C 3.04 -0.49 -6.03
H 4.47 -3.63 -7.01
H 4.65 -4.59 -8.46
H 3.52 -5.12 -7.23
H 3.69 -3.04 -10.30
H 1.93 -3.26 -10.27
H 2.98 -4.66 -10.15
H 1.56 -4.80 -5.83
H 1.59 -3.88 -4.32
H 3.02 -3.91 -5.31
H -0.61 -3.20 -5.91
H -0.27 -1.48 -6.14
H 0.02 -2.22 -4.56
H 4.68 -1.13 -8.59
H 3.97 0.44 -8.20
H 3.15 -0.63 -9.32
H 3.61 -1.04 -5.27
H 2.05 -0.28 -5.63
H 3.54 0.48 -6.16
O -2.18 0.76 5.64
P -1.07 0.65 6.65
N -1.89 0.76 8.13
C -1.53 1.55 9.28
C -3.01 -0.15 8.35
N -0.18 2.08 6.24
C -0.26 3.30 7.03
C -0.20 2.39 4.83
N 0.33 -0.07 7.30
C 0.16 -1.42 7.88
C 1.70 0.25 6.91
H -0.45 1.52 9.48
H -2.02 1.17 10.18
H -1.84 2.59 9.17
H -2.71 -1.02 8.95
H -3.41 -0.52 7.41
H -3.83 0.36 8.87
H -1.29 3.70 7.09
H 0.37 4.07 6.58
H 0.12 3.15 8.04
H -1.12 2.91 4.53
H -0.13 1.48 4.23
H 0.65 3.02 4.56
H 0.02 -1.36 8.96
H 1.02 -2.06 7.70
H -0.71 -1.93 7.46
H 2.09 1.06 7.54
H 1.78 0.56 5.87
H 2.36 -0.61 7.04
*
```